15
Properties=species:S:1:pos:R:3 method="wB97M-V/def2-TZVPD" homo_energy_ev=-9.016 e_tot_ev=-18193.8591 gap_ev=9.874 de_lowest_kj_mol=332.24 smiles=C[C@H]1SC[C@H]2O[C@@H]21
C -2.248 -0.858 0.180
C -0.911 -0.459 -0.398
C 1.313 1.150 0.323
C 1.413 -0.218 -0.335
C 0.342 -0.974 0.293
H -2.458 -1.875 -0.022
H -3.083 -0.250 -0.229
H -2.240 -0.737 1.279
H -0.884 -0.595 -1.466
H 1.877 1.949 -0.167
H 1.482 1.161 1.374
H 1.310 -0.127 -1.414
H 0.233 -0.812 1.347
O 1.594 -1.584 0.001
S -0.528 1.382 -0.068